Record 1
Molecular formula: C6H13N2
Method: DFT, wB97M-V/def2-TZVPD

Output
2S+1	1
orbital gap	0.31589	Ha
maximum force	4.62	eV Å⁻¹
net charge	+1
calculated total energy	-345.51673	Ha

CARTESIAN COORDINATES (ANGSTROEM)
C: -0.579090 1.339083 2.875340
C: -0.993432 0.093879 2.822687
C: -0.831198 -0.544777 1.505072
C: 0.886734 0.638544 -0.350946
C: 1.391901 0.954597 -2.611351
C: 0.129643 -1.039566 -1.858396
N: 0.835275 0.183215 -1.539398
N: -1.500175 -1.678510 1.334993
H: -0.648992 2.005840 3.789565
H: -0.305590 1.949337 1.931245
H: -1.456420 -0.379467 3.710555
H: 0.226221 0.175022 0.504203
H: 1.620565 1.492423 -0.348112
H: 1.283397 0.323670 -3.396001
H: 0.829977 1.826300 -2.592889
H: 2.482143 1.285774 -2.274761
H: -0.739255 -1.014979 -2.395171
H: 0.864263 -1.572208 -2.584499
H: -0.010647 -1.708456 -1.051316
H: -2.033721 -2.115845 2.008556
H: -1.451599 -2.213875 0.520625

Cartesian forces, eV/Å:
C 0.16 3.76 -0.09
C -0.28 -1.24 -0.34
C -1.55 -1.36 0.79
C 1.76 1.10 -0.28
C 3.37 1.00 2.96
C 3.92 -1.90 -1.55
N -1.36 -0.31 2.06
N 1.68 2.36 0.00
H 0.03 -1.12 -1.08
H -0.06 -1.40 1.61
H 0.43 0.03 -0.54
H 0.29 -0.05 -0.31
H -1.03 -0.51 0.69
H 0.37 -0.95 -3.19
H -1.03 1.66 -0.99
H -2.07 -1.04 -1.30
H -2.41 1.10 -1.35
H -1.18 0.51 1.23
H 0.15 -0.17 1.15
H -1.46 -0.89 2.11
H 0.27 -0.58 -1.57

---

Record 2
Molecular formula: C6H10Cl2F2
Method: DFT, wB97M-V/def2-TZVPD

Output
2S+1	1
orbital gap	0.37734	Ha
maximum force	4.90	eV Å⁻¹
SMILES	C=C(Cl)CCl.CC(C)(F)F
calculated total energy	-1354.68022	Ha

CARTESIAN COORDINATES (ANGSTROEM)
C: -2.366966 -1.059178 1.556933
C: -1.548878 -1.513072 0.612234
Cl: -0.295086 -2.651112 1.155334
C: -1.614472 -1.290107 -0.877780
Cl: -2.185832 -2.672110 -1.841856
H: -2.290850 -1.204140 2.620391
H: -3.139168 -0.291606 1.241019
H: -2.309220 -0.431516 -1.162993
H: -0.623591 -1.021827 -1.288409
C: 2.264129 0.593285 0.765882
C: 1.375000 0.631263 -0.463606
C: 0.850281 2.017093 -0.809073
F: 0.294535 -0.271994 -0.373507
F: 2.041696 0.188855 -1.604061
H: 1.782952 1.225405 1.562472
H: 2.408282 -0.455269 1.055213
H: 3.236033 1.063698 0.481470
H: 1.657894 2.731958 -1.075006
H: 0.320574 2.453993 0.059933
H: 0.142689 1.956382 -1.614589

Cartesian forces, eV/Å:
C -0.95 1.94 -1.38
C -0.37 -1.10 0.58
Cl -0.30 0.19 -0.35
C -1.09 1.04 -1.14
Cl -0.27 -0.50 0.18
H 0.27 -0.39 0.01
H 0.83 -1.15 0.32
H 0.77 -1.06 0.82
H -2.04 -1.31 -0.31
C -0.12 0.39 -0.24
C 0.08 0.62 -0.96
C -0.03 0.55 1.04
F 3.62 2.93 1.53
F 0.06 -0.08 0.76
H 0.52 -0.92 -0.62
H 0.04 0.41 0.20
H -0.72 -0.43 0.29
H -0.33 -0.74 0.13
H 0.23 -0.31 -0.36
H -0.21 -0.08 -0.50

---

Record 3
Molecular formula: C16H20CuN4PS
Method: DFT, wB97M-V/def2-TZVPD

Output
2S+1	1
orbital gap	0.23136	Ha
maximum force	0.40	eV Å⁻¹
calculated total energy	-3220.71094	Ha

CARTESIAN COORDINATES (ANGSTROEM)
Cu: -0.027857 0.798064 -2.151474
S: 2.166461 1.086343 -2.432170
C: 2.530189 0.907428 -0.728932
N: 3.745881 0.923704 -0.309468
N: 4.065961 0.678514 0.980037
C: 3.474102 -0.255019 1.856450
C: 2.885885 -1.431179 1.382612
C: 2.349977 -2.339142 2.274544
C: 2.410438 -2.109431 3.647177
C: 3.017418 -0.957169 4.114329
C: 3.541129 -0.025063 3.223943
N: 1.518534 0.785749 0.260348
N: 0.341856 0.723985 -0.125991
C: -0.622013 0.639152 0.933508
C: -0.256554 0.409709 2.256092
C: -1.248336 0.319793 3.217788
C: -2.587038 0.456534 2.870454
C: -2.941834 0.682344 1.548568
C: -1.956273 0.768331 0.577717
H: 5.036458 0.875405 1.151437
H: 2.841548 -1.615885 0.316950
H: 1.890034 -3.244325 1.898649
H: 1.990124 -2.827304 4.338741
H: 3.075962 -0.765186 5.178224
H: 3.985321 0.893406 3.585997
H: 0.785381 0.295779 2.519922
H: -0.971552 0.135465 4.247789
H: -3.352461 0.382572 3.631896
H: -3.982739 0.790720 1.273423
H: -2.200371 0.944519 -0.462749
C: -3.196583 1.503495 -3.408123
P: -1.765453 0.371588 -3.432187
C: -1.422822 0.246173 -5.215786
C: -2.548358 -1.238859 -3.079071
H: -4.032312 1.093574 -3.977946
H: -2.908306 2.460965 -3.842633
H: -3.520804 1.686897 -2.383692
H: -2.314104 -0.050018 -5.772239
H: -0.632840 -0.485890 -5.381512
H: -1.068615 1.207329 -5.587794
H: -3.406561 -1.417077 -3.729387
H: -2.872088 -1.272666 -2.038441
H: -1.816782 -2.033304 -3.226992

Cartesian forces, eV/Å:
Cu 0.06 -0.03 -0.25
S -0.04 0.01 0.06
C -0.40 -0.02 -0.01
N 0.32 -0.08 -0.05
N -0.11 0.30 0.11
C -0.02 -0.22 -0.02
C 0.02 0.03 0.06
C 0.00 -0.01 0.01
C -0.01 -0.02 0.00
C 0.02 0.04 0.01
C -0.02 -0.03 -0.02
N 0.11 0.11 0.00
N 0.02 0.00 0.10
C 0.11 -0.01 -0.10
C -0.08 -0.02 0.07
C 0.03 -0.01 0.01
C -0.03 0.00 0.01
C 0.01 0.01 -0.01
C 0.00 0.01 0.04
H 0.02 -0.05 -0.05
H 0.00 -0.01 0.00
H 0.00 0.00 0.00
H 0.00 0.00 0.00
H 0.00 0.00 0.00
H 0.01 0.01 0.00
H 0.02 0.00 -0.02
H -0.01 0.00 0.00
H -0.01 0.00 0.00
H -0.01 0.00 0.01
H 0.00 0.00 -0.01
C -0.02 0.05 -0.01
P 0.00 -0.01 0.10
C 0.00 -0.01 -0.04
C 0.00 -0.02 -0.01
H 0.01 0.00 -0.02
H 0.02 0.00 0.02
H -0.01 -0.03 0.00
H 0.00 0.00 0.00
H 0.00 -0.01 0.01
H 0.00 0.01 0.02
H 0.00 0.00 -0.01
H -0.01 0.02 0.00
H 0.01 0.00 0.00